No. 1
ORCA calculation (ωB97M-V/def2-TZVPD) on a molecular structure, C28H39B2Br52N2O9P2S at a distorted geometry.

Last column: Löwdin charge in e.
Element x y z (Å)
C1 -3.86972 4.08571 -1.02563  -0.17
C2 -3.95191 2.73687 -1.82116  -0.44
P1 -2.28644 2.17479 -2.44726  1.09
C3 -1.25428 3.71319 -2.67526  -0.28
C4 -1.37764 1.12894 -1.17726  -0.49
O1 -2.14313 0.33047 -0.30600  0.12
B1 -2.58479 1.01503 0.82321  -0.78
O2 -3.95840 1.26912 1.00868  0.10
O3 -1.74812 1.43026 1.85026  0.11
O4 -0.32475 1.84710 -0.59335  -0.05
B2 0.86551 1.00743 -0.41098  -1.20
Br1 0.96295 -0.27146 1.15968  0.67
P2 2.32751 2.24124 -0.09890  0.62
N1 2.19406 2.80183 1.38611  -0.26
O5 2.30878 3.55033 -1.10858  -0.22
O6 3.80344 1.46918 -0.14299  -0.22
O7 0.84260 0.20689 -1.63239  -0.03
C5 -0.46815 0.04035 -2.05764  -0.39
C6 -0.38434 0.25347 -3.58975  -0.15
C7 0.61998 -0.71294 -4.23900  -0.13
C8 0.80369 -0.48533 -5.76694  -0.16
O8 1.24804 0.83707 -6.11580  0.01
C9 0.26637 1.70120 -6.41267  -0.56
C10 0.75256 3.13821 -6.66998  -0.02
O9 -0.89367 1.46096 -6.45406  0.11
N2 -1.12671 -1.27320 -1.77012  0.15
C11 -0.40119 -2.16933 -1.55437  -0.78
S1 0.66647 -3.21264 -1.06300  0.68
H1 -3.91432 4.89733 -1.76501  0.01
H2 -2.93103 4.21153 -0.47213  0.07
H3 -4.76038 4.17929 -0.38682  0.01
H4 -4.49219 1.93869 -1.28621  -0.06
H5 -4.54692 2.95311 -2.72422  0.05
H6 -0.46064 3.42422 -3.37756  -0.01
H7 -1.88452 4.43417 -3.21741  0.03
H8 -0.83904 4.10206 -1.73901  0.04
H9 -4.05658 2.23247 0.97359  0.07
H10 -1.39804 2.31093 1.64252  0.11
H11 2.12078 3.81680 1.36785  -0.03
H12 3.00046 4.14790 -0.77978  0.05
H13 3.81615 1.02654 0.72392  0.04
H14 -1.34448 0.10462 -4.09500  0.10
H15 0.00035 1.26904 -3.76310  0.10
H16 1.62332 -0.64594 -3.79985  0.12
H17 0.29350 -1.76327 -4.15260  0.11
H18 1.63427 -1.15376 -6.04338  0.12
H19 -0.05691 -0.83428 -6.35039  0.12
H20 0.85218 3.65811 -5.70599  0.01
H21 0.04232 3.70247 -7.28052  0.09
H22 1.71079 3.08896 -7.20215  0.05
C12 4.55200 -4.32949 -1.53285  -1.60
Br2 3.73142 -5.54288 -0.27295  0.50
Br3 4.42024 -2.49585 -0.96182  0.59
Br4 6.38284 -4.82886 -1.92015  0.54
H23 3.99788 -4.41592 -2.45871  -0.03
C13 -0.67662 -7.30270 -1.32707  -1.62
Br5 0.42888 -7.34412 -2.91099  0.56
Br6 0.34765 -6.88780 0.24729  0.56
Br7 -2.16162 -6.08676 -1.51947  0.51
H24 -1.08158 -8.29701 -1.19736  -0.10
C14 6.16686 -7.83898 2.69794  -1.62
Br8 6.61197 -6.69792 4.18785  0.58
Br9 4.29151 -8.29856 2.70771  0.57
Br10 6.70177 -7.04653 1.02583  0.54
H25 6.72116 -8.76119 2.80836  -0.03
C15 -6.54074 6.45889 -3.94432  -1.61
Br11 -7.21986 5.30765 -2.55575  0.57
Br12 -6.77983 8.32519 -3.50118  0.57
Br13 -4.70495 6.05576 -4.37749  0.61
H26 -7.12620 6.26655 -4.83331  -0.03
C16 5.37278 -2.93398 4.28444  -1.61
Br14 6.81733 -1.69843 4.63084  0.58
Br15 4.59369 -3.58414 5.92787  0.55
Br16 4.04351 -2.17865 3.11192  0.59
H27 5.80016 -3.78786 3.77405  -0.07
C17 -7.91445 1.81362 0.26264  -1.56
Br17 -7.17633 3.37419 1.12837  0.59
Br18 -6.63209 0.98306 -0.90749  0.69
Br19 -8.65023 0.56747 1.53631  0.55
H28 -8.73405 2.15324 -0.35753  -0.03
C18 1.13841 -6.84183 -6.64768  -1.65
Br20 1.56261 -7.88379 -8.21681  0.56
Br21 2.66764 -6.64140 -5.48882  0.54
Br22 0.36510 -5.13625 -7.10667  0.57
H29 0.38908 -7.39212 -6.09287  -0.05
C19 -5.45321 -8.91969 -1.43613  -1.64
Br23 -3.61724 -9.41718 -1.12178  0.60
Br24 -5.66917 -8.04025 -3.13855  0.56
Br25 -6.64395 -10.42718 -1.25048  0.57
H30 -5.72377 -8.20282 -0.67254  -0.10
C20 9.46341 1.41254 3.43765  -1.64
Br26 10.09096 0.31083 1.98243  0.56
Br27 10.88918 1.86733 4.65673  0.54
Br28 8.53633 2.97827 2.80103  0.58
H31 8.74606 0.82440 3.99514  -0.06
C21 -9.03188 8.61963 0.12132  -1.64
Br29 -8.79270 9.89855 1.54696  0.57
Br30 -8.55594 6.83558 0.67267  0.53
Br31 -10.81676 8.68885 -0.61033  0.56
H32 -8.35186 8.89792 -0.67374  -0.06
C22 0.60369 0.88098 5.55314  -1.60
Br32 1.05230 1.68447 3.86170  0.61
Br33 -0.78716 -0.45432 5.37172  0.54
Br34 2.17138 0.16894 6.44176  0.50
H33 0.20979 1.66291 6.18891  -0.04
C23 3.07223 6.21637 -4.60001  -1.61
Br35 4.63159 5.80067 -3.54229  0.58
Br36 3.24938 5.58411 -6.41306  0.61
Br37 1.45510 5.56613 -3.77483  0.66
H34 2.99706 7.29434 -4.64512  -0.03
C24 -12.95481 0.27597 0.86094  -1.63
Br38 -12.21970 1.83566 1.73154  0.55
Br39 -11.67344 -0.57344 -0.30785  0.55
Br40 -13.69502 -0.97020 2.13479  0.57
H35 -13.77140 0.61699 0.23926  -0.03
C25 -5.84206 -3.98522 -1.29008  -1.60
Br41 -7.06590 -2.56444 -0.83359  0.55
Br42 -4.03242 -3.34251 -1.43263  0.59
Br43 -5.97926 -5.46391 -0.05137  0.59
H36 -6.13162 -4.35566 -2.26474  -0.03
C26 14.41101 3.50052 7.10320  -1.64
Br44 15.24793 2.01943 6.19288  0.56
Br45 13.91305 4.90392 5.87708  0.56
Br46 12.91219 2.92412 8.17162  0.56
H37 15.14536 3.91440 7.78089  -0.03
C27 0.57811 -2.00313 10.10269  -1.63
Br47 0.91630 -3.19819 8.62540  0.56
Br48 2.19614 -1.58567 11.07099  0.55
Br49 -0.35192 -0.40775 9.54272  0.55
H38 -0.07548 -2.52555 10.78772  -0.04
C28 7.52957 -1.49446 8.55891  -1.65
Br50 6.09016 -0.24454 8.84603  0.56
Br51 9.24408 -0.61053 8.47602  0.55
Br52 7.51732 -2.91042 9.87098  0.56
H39 7.36320 -1.95508 7.59255  -0.09

Computed properties:
Charge   -1
Orbital gap   6.600 eV
HOMO   -5.685 eV


No. 2
ORCA calculation (ωB97M-V/def2-TZVPD) on a molecular structure, C26H68F5NO8Si2 at a distorted geometry.

Last column: Löwdin charge in e.
Element x y z (Å)
N1 11.00660 0.38679 0.21993  -0.01
C1 9.55658 0.10064 0.02352  -0.30
C2 9.22167 0.39100 -1.42426  -0.25
C3 7.82481 -0.07182 -1.93261  -0.22
Si1 6.41390 -0.06195 -0.70335  0.61
O1 5.29377 1.05911 -1.20055  -0.41
Si2 4.12085 1.52993 -0.09245  0.56
C4 5.65035 -1.85271 -0.66066  -0.47
F1 4.31179 -1.83304 -0.75534  0.08
F2 6.09702 -2.59214 -1.68355  0.09
C5 6.00010 -2.66664 0.62120  -0.72
F3 5.12124 -3.60149 0.83133  0.20
F4 7.15630 -3.23665 0.47886  0.20
F5 6.02855 -1.92645 1.67790  0.18
H1 11.41385 -0.25504 0.88444  0.06
H2 11.10074 1.33616 0.54611  0.06
H3 9.41328 -0.94117 0.27296  0.11
H4 9.02024 0.73937 0.70306  0.08
H5 9.41694 1.43821 -1.61111  0.10
H6 9.95637 -0.14935 -1.99588  0.10
H7 7.52709 0.62240 -2.70687  0.07
H8 7.95903 -1.02362 -2.42265  0.07
H9 6.79676 0.30721 0.66367  0.02
H10 4.42920 1.11892 1.29067  -0.06
H11 2.86138 0.87312 -0.46584  -0.06
H12 3.87991 2.98560 -0.16636  -0.07
C6 -0.90144 0.93741 -1.50090  -0.06
C7 0.40072 1.23482 -2.22799  -0.49
C8 0.15817 1.52567 -3.70167  -0.05
O2 1.29743 0.13317 -2.09271  -0.09
H13 -1.38394 0.05346 -1.93180  0.06
H14 -0.71854 0.72591 -0.44793  0.08
H15 -1.59572 1.77595 -1.56638  0.08
H16 0.89297 2.09027 -1.76170  0.13
H17 -0.29264 0.65823 -4.19146  0.07
H18 1.10016 1.73251 -4.21119  0.08
H19 -0.50498 2.38277 -3.83228  0.08
H20 0.88062 -0.63560 -2.49896  0.06
C9 -5.12349 1.79387 0.76307  -0.06
C10 -3.92735 0.85603 0.73355  -0.49
C11 -4.15797 -0.36418 1.60826  -0.07
O3 -2.74964 1.54029 1.17205  -0.07
H21 -5.30416 2.15597 1.77877  0.09
H22 -4.93753 2.66871 0.13690  0.08
H23 -6.02683 1.30099 0.41057  0.06
H24 -3.73543 0.54266 -0.29478  0.13
H25 -4.30067 -0.06571 2.64619  0.07
H26 -3.28947 -1.02185 1.58208  0.07
H27 -5.03514 -0.92816 1.28221  0.08
H28 -2.89868 1.82355 2.08233  0.08
C12 15.51740 -0.14250 -0.99757  -0.06
C13 14.61287 0.48066 0.05451  -0.51
C14 14.94310 1.94967 0.27210  -0.06
O4 14.73410 -0.23315 1.28738  -0.06
H29 16.56394 -0.09417 -0.68243  0.08
H30 15.26994 -1.19500 -1.13808  0.08
H31 15.42102 0.36913 -1.95625  0.08
H32 13.57224 0.38374 -0.25520  0.11
H33 15.97130 2.06444 0.62733  0.08
H34 14.28905 2.37985 1.03169  0.08
H35 14.82995 2.52197 -0.64981  0.08
H36 15.64945 -0.16066 1.58178  0.08
C15 -1.24842 -0.18109 6.19954  -0.06
C16 -2.06789 -0.93734 5.16450  -0.49
C17 -1.45850 -2.29722 4.85917  -0.06
O5 -2.17101 -0.17044 3.96486  -0.07
H37 -0.23558 -0.00163 5.82890  0.08
H38 -1.69582 0.79195 6.40484  0.08
H39 -1.18009 -0.73762 7.13547  0.08
H40 -3.08710 -1.06786 5.53087  0.14
H41 -0.45230 -2.18229 4.44707  0.08
H42 -2.05536 -2.82496 4.11452  0.08
H43 -1.39576 -2.91426 5.75671  0.08
H44 -1.28034 -0.04030 3.61682  0.09
C18 -2.79098 -2.23785 -3.77005  -0.06
C19 -1.59956 -3.18313 -3.81122  -0.49
C20 -1.83243 -4.40690 -2.93923  -0.06
O6 -0.41934 -2.49942 -3.38573  -0.06
H45 -2.96038 -1.87866 -2.75083  0.07
H46 -2.60792 -1.36325 -4.39565  0.08
H47 -3.69984 -2.73089 -4.11766  0.08
H48 -1.41580 -3.49578 -4.83939  0.14
H49 -1.97265 -4.11240 -1.89551  0.08
H50 -0.96931 -5.07208 -2.97530  0.08
H51 -2.71416 -4.96147 -3.26328  0.08
H52 -0.56240 -2.21694 -2.47350  0.07
C21 -10.00992 3.68431 0.91079  -0.06
C22 -9.00739 3.01002 -0.01370  -0.49
C23 -9.68348 2.47598 -1.26477  -0.06
O7 -8.35071 1.94398 0.67206  -0.07
H53 -10.77268 2.96942 1.23224  0.07
H54 -9.51353 4.05640 1.80791  0.08
H55 -10.50690 4.51970 0.41532  0.08
H56 -8.22873 3.72294 -0.28871  0.14
H57 -10.43352 1.72618 -1.00047  0.06
H58 -8.95592 1.98974 -1.91604  0.08
H59 -10.17377 3.27365 -1.82614  0.08
H60 -9.02269 1.29786 0.92234  0.09
C24 -14.18194 0.28726 -0.05727  -0.06
C25 -12.99439 -0.66289 -0.06555  -0.49
C26 -13.24625 -1.87651 0.81559  -0.06
O8 -11.81898 0.02259 0.37162  -0.07
H61 -14.36770 0.65974 0.95396  0.08
H62 -13.98384 1.15277 -0.69037  0.08
H63 -15.08644 -0.20638 -0.41488  0.08
H64 -12.79424 -0.98829 -1.08669  0.14
H65 -13.40350 -1.57050 1.85356  0.08
H66 -12.38494 -2.54487 0.80149  0.08
H67 -14.12391 -2.43203 0.48275  0.08
H68 -11.97211 0.32075 1.27622  0.08

Computed properties:
Orbital gap   9.880 eV
HOMO   -9.277 eV


No. 3
ORCA calculation (ωB97M-V/def2-TZVPD) on a molecular structure, C17H18BClN6O2Sn at a distorted geometry.

Last column: Löwdin charge in e.
Element x y z (Å)
H1 3.21544 -1.80348 -0.23865  0.13
N1 2.06656 -0.33315 -1.32245  -0.15
B1 1.29921 1.65009 -2.80823  -0.46
N2 2.30824 0.47846 -2.41814  0.01
C1 3.50963 0.11679 -2.93034  -0.04
Sn1 0.48094 0.09543 -0.04896  1.28
H2 3.96729 0.55610 -3.81879  0.13
C2 4.02176 -0.91542 -2.13711  -0.05
H3 4.92869 -1.44910 -2.30609  0.09
C3 3.12440 -1.14106 -1.09267  -0.09
H4 1.63186 2.17087 -3.85056  0.12
C4 -1.87286 2.09273 2.67775  -0.05
H5 -2.75779 1.56829 3.02856  0.02
H6 -1.40954 1.46056 1.94781  -0.06
H7 -2.09298 3.04102 2.22494  0.01
N3 1.32726 2.73153 -1.68107  -0.06
N4 -0.16969 1.07119 -2.86394  -0.02
N5 0.97244 2.50119 -0.37498  -0.08
N6 -0.73624 0.35236 -1.84162  -0.08
C5 1.62789 4.02623 -1.85367  -0.08
C6 -1.08213 1.22120 -3.85552  -0.04
H8 1.86729 4.35065 -2.85200  0.11
H9 -0.83328 1.79584 -4.72886  0.12
C7 1.49007 4.66417 -0.62837  -0.06
C8 -2.24251 0.53117 -3.47215  -0.04
C9 1.07245 3.67643 0.28373  -0.12
C10 -1.98760 0.02066 -2.19746  -0.09
H10 1.66463 5.69624 -0.43321  0.08
H11 -3.12206 0.40498 -4.06740  0.09
H12 0.85022 3.77319 1.33902  0.11
H13 -2.63741 -0.52573 -1.51621  0.11
H14 -1.23479 2.20781 3.56682  0.03
Cl1 -1.38032 -5.12502 5.96544  0.67
C11 -1.40019 -4.28308 4.47242  -0.69
C12 -2.61985 -3.88533 3.89277  -0.09
C13 -2.59927 -3.17565 2.68866  -0.01
C14 -1.39166 -2.86109 2.07701  -0.15
C15 -0.18791 -3.30400 2.62235  -0.02
C16 -0.18568 -4.00993 3.82113  -0.10
C17 -1.37109 -1.94312 0.90168  -0.61
O1 -2.37607 -1.31483 0.50386  -0.01
O2 -0.17658 -1.90412 0.34049  -0.30
H15 -3.54845 -4.09332 4.41242  0.10
H16 -3.50947 -2.82882 2.20614  0.12
H17 0.73574 -3.06866 2.10488  0.11
H18 0.76343 -4.29028 4.26057  0.10

Computed properties:
Orbital gap   7.957 eV
Relative energy (zero: lowest compared OMol25 entry of this formula, charge and spin)   0.0 kcal per mole
HOMO   -7.453 eV


No. 4
ORCA calculation (ωB97M-V/def2-TZVPD) on C3H3Br2F in the gas phase at a distorted geometry.

Last column: Löwdin charge in e.
Element x y z (Å)
C1 -0.23050 -0.51063 -0.53669  -0.28
C2 -0.40596 0.83805 -0.86460  -0.16
C3 0.47880 -0.75889 1.02954  -0.98
F1 0.64644 1.47746 -1.35303  0.03
Br1 2.13128 0.16119 1.42544  0.57
Br2 -0.91684 -0.40938 2.39671  0.51
H1 -1.09906 -1.15206 -0.20747  0.09
H2 0.62707 -1.06606 -1.04379  0.12
H3 -1.23122 1.42032 -0.84611  0.09

Computed properties:
Orbital gap (alpha / beta)   7.129 / 8.316 eV
Relative energy (zero: lowest compared OMol25 entry of this formula, charge and spin)   74.0 kcal per mole
HOMO (alpha / beta)   -8.281 / -8.816 eV


No. 5
ORCA calculation (ωB97M-V/def2-TZVPD) on 2 unconnected molecules or ions with the total composition C9H14O at a distorted geometry.

Last column: Löwdin charge in e.
Element x y z (Å)
C1 0.74302 2.39673 -1.77107  -0.06
C2 0.33880 0.87397 1.74136  -0.02
C3 -0.70609 -0.00467 1.44795  -0.34
C4 0.87813 1.55149 0.67504  -0.05
C5 0.34221 1.51091 -0.62890  -0.29
C6 -1.38602 -0.04183 0.23594  -0.03
C7 -0.71955 0.63869 -0.80320  -0.07
O1 -1.15878 -0.80452 2.46917  0.04
H1 0.75021 0.78101 2.73953  0.12
H2 1.74006 2.15783 0.95088  0.11
H3 -2.31905 -0.54608 0.13312  0.11
H4 -1.88499 -1.36088 2.20645  0.09
H5 -0.02524 3.07982 -2.13153  0.08
H6 1.17432 1.82923 -2.59770  0.08
H7 -1.20733 0.73007 -1.77796  0.12
H8 1.44109 3.13509 -1.35302  0.08
C8 0.32976 -2.70632 -0.65747  -0.18
C9 1.02548 -2.24020 -1.90973  -0.17
H9 0.59990 -3.72230 -0.27509  0.07
H10 0.83255 -2.14660 0.13487  0.06
H11 -0.75117 -2.72154 -0.68981  0.06
H12 0.45350 -1.42253 -2.36250  0.05
H13 1.18912 -2.96964 -2.71423  0.06
H14 2.05000 -1.97759 -1.62794  0.07

Computed properties:
Orbital gap   9.181 eV
Relative energy (zero: lowest compared OMol25 entry of this formula, charge and spin)   21.6 kcal per mole
HOMO   -8.294 eV


No. 6
ORCA calculation (ωB97M-V/def2-TZVPD) on C2H5O2P in the gas phase at a distorted geometry.

Last column: Löwdin charge in e.
Element x y z (Å)
C1 0.01372 0.55674 0.54359  -0.71
C2 0.77402 -0.71938 0.19342  -0.10
O1 -0.06978 0.91292 1.68862  0.03
O2 -1.56352 2.62708 -0.49521  -0.39
P1 -0.74850 1.23491 -0.98271  0.90
H1 0.79277 -0.84726 -0.96034  0.08
H2 0.31136 -1.62576 0.57738  0.08
H3 1.79882 -0.60880 0.35466  0.05
H4 -1.28054 3.21439 0.21666  0.05
H5 -1.70924 0.13567 -0.65160  0.01

Computed properties:
Orbital gap   9.898 eV
Relative energy (zero: lowest compared OMol25 entry of this formula, charge and spin)   16.6 kcal per mole
HOMO   -9.258 eV